Record 1
This record from the Open Molecules 2025 dataset describes a 7-piece molecular cluster, C17H36Br12F3IO3P overall at a distorted geometry. The level of theory is wB97M-V/def2-TZVPD.

Calculated values
calculated total energy: -32721.98459 Ha
total charge: -1

Cartesian coordinates (Å):
I 1.33089 -5.00401 -0.70147
Br -1.22364 -1.61702 2.27057
Br 0.71829 1.11013 0.35554
Br 4.47963 -4.79674 4.39942
Br 0.94099 -5.83467 4.46204
Br -3.95962 4.44743 -4.00375
Br -4.25037 3.02070 0.50955
Br 2.41234 -1.42122 2.78502
Br -0.82763 4.31243 -2.05493
Br -5.39121 7.46695 1.44726
Br -2.74413 0.11385 -1.15529
Br -7.03603 4.53433 2.95642
Br 3.73712 3.00132 1.30260
P 2.83041 -2.94124 -1.28075
F 1.05580 -1.54210 -4.11942
F -0.11880 0.11970 -3.56220
F 1.90433 0.03085 -2.93497
O -0.49571 -2.46664 -2.17704
O 3.92012 -1.62048 -1.51258
O 4.09456 -4.07674 -1.60121
C 0.34750 -1.40633 -1.84220
C 0.97078 -1.33659 4.08833
C 0.86107 -0.72573 -3.11518
C -7.72088 5.81394 1.66146
C -4.77441 1.14575 0.56755
C 3.60284 -6.29019 3.51079
C 1.86847 3.34490 1.72531
C 1.11948 2.06765 1.99615
C -2.11591 4.27507 -4.61126
C -1.30943 3.39250 -3.69851
C 5.21240 -0.17748 -2.85563
C -3.57149 0.24291 0.59564
C -6.66104 6.21381 0.66995
C -0.14345 -2.28505 3.74365
C 2.23793 -5.90803 3.00432
C 4.63020 -1.59146 -2.71328
C 1.43518 -1.73942 -0.79335
H -0.31381 -0.65219 -1.39963
H 2.43251 -2.98505 -2.65399
H 4.25294 -6.54893 2.67797
H 4.00702 -1.76368 -3.59333
H -0.82790 -2.39103 4.58303
H -6.08651 5.36832 0.30422
H 2.22197 -4.93910 2.51290
H -2.18218 3.83500 -5.60402
H -0.36381 3.12369 -4.16407
H 5.49207 -2.25232 -2.70513
H 0.15181 2.28536 2.44742
H 1.66813 1.37923 2.63304
H 1.83030 -0.80638 -0.39537
H -5.35800 1.03843 1.48030
H 0.64594 -0.30067 4.13001
H -8.53867 5.30291 1.15761
H 5.68925 -0.03586 -3.82223
H 6.00556 -0.09141 -2.11464
H 1.85678 -6.66122 2.31941
H -8.11335 6.65418 2.22483
H -3.86209 -0.77361 0.85372
H -2.80346 0.58269 1.28314
H 0.21234 -3.26461 3.44520
H 0.90448 -2.19218 0.03927
H -0.01464 -3.14428 -2.67159
H -5.41355 0.97051 -0.29166
H 3.57898 -7.11100 4.22050
H -1.71575 5.28078 -4.68719
H 1.88637 3.97435 2.61320
H 4.48738 0.58924 -2.60862
H -1.83475 2.48794 -3.40771
H 3.22067 -2.97601 0.09939
H 1.42119 -1.61239 5.04025
H 1.45483 3.90516 0.89284
H 3.74730 -4.89006 -1.98627
H -7.10598 6.74107 -0.17135

Record 2
This record from the Open Molecules 2025 dataset describes a 6-piece molecular cluster, C17H36F6N5O9S2 overall at a distorted geometry. The level of theory is wB97M-V/def2-TZVPD.

Calculated values
calculated total energy: -3015.35856 Ha
multiplicity: 3
total charge: +1

Cartesian coordinates (Å):
S 3.43149 -2.63887 -2.13352
S 3.68908 -1.57322 0.17091
F 2.74805 -0.23910 -3.35121
F 4.09153 -1.46709 -4.51339
F 1.35991 -0.90886 1.50601
F 1.95972 -1.93742 -4.40935
F 2.80220 0.69796 1.14981
F 3.20767 -0.78897 2.62883
O -1.54248 -0.69720 0.72476
O 2.63162 -3.84388 -2.33288
O 0.40017 -3.06357 2.19472
O 0.46045 -0.47551 -1.01624
O -1.05365 -2.33603 -2.16472
O -2.12598 3.22508 2.03488
O 4.89679 -2.71168 -2.16585
O 3.93632 -2.88178 0.74837
O 4.82918 -0.72548 -0.07426
N 1.01382 -3.92353 0.21042
N -1.21047 3.17576 0.90759
N -1.30062 -4.39854 -2.64854
N -1.25970 -0.98600 2.80632
N 2.66634 -1.55681 -1.01629
C -3.08172 -3.34016 -1.47654
C -0.83145 3.04949 -1.46113
C 2.68183 -0.56007 1.46619
C -1.96924 -0.55466 1.83375
C 0.82651 2.73612 2.41350
C -1.74088 -3.32153 -2.08304
C -3.08581 2.52714 -0.61148
C -2.27632 4.85368 -0.75388
C -1.85494 3.38479 -0.41211
C 3.02761 -1.48931 -3.71725
C -3.37925 0.09535 2.13110
C 0.76379 -4.01937 1.53368
C 1.03624 -5.39804 2.11375
C 0.50044 5.02871 1.56146
C 0.25803 3.48957 1.22595
C 1.18577 2.97136 -0.01829
C 0.65117 3.60830 -1.31863
H 1.34290 -0.84740 -0.94846
H -0.01860 -0.99477 -1.66622
H -0.40221 -4.52627 -3.09198
H -3.08799 5.26601 -0.15448
H -4.17071 -0.65386 2.11177
H 1.54139 5.34986 1.59871
H -0.82009 1.97230 -1.62738
H 0.17694 5.73460 0.79650
H 0.63764 3.28651 3.33519
H -3.70355 0.87729 1.44444
H 0.91364 -2.95184 -0.04627
H -1.43663 -0.57608 3.71229
H 0.04340 -0.47082 -0.15158
H -2.70337 1.54349 -0.33897
H -3.91481 2.68932 0.07741
H 1.06576 -5.17067 3.17936
H -3.09533 -4.09925 -0.69443
H -0.43069 -1.54166 2.65118
H -3.42679 0.57927 3.10663
H -0.01495 5.22725 2.50117
H -1.45819 5.53487 -0.51991
H -3.52226 2.45334 -1.60755
H 0.13544 -6.00458 2.02009
H 1.85207 2.40564 2.24883
H -3.65548 -3.42033 -2.39983
H -2.66852 4.88406 -1.77042
H -2.01005 -5.11477 -2.58671
H -3.35048 -2.39333 -1.00819
H 1.67919 -4.59426 -0.14666
H 1.18115 1.88281 0.03756
H -1.23710 3.28704 -2.44454
H 0.30328 1.78827 2.53968
H 1.91431 -5.70530 1.54570
H 1.20970 3.29779 -2.20165
H 2.22105 3.31168 0.00365
H 0.56673 4.68719 -1.18833

Record 3
This record from the Open Molecules 2025 dataset describes C17H36F6NO4P2S2Tc as an isolated structure at a distorted geometry. The level of theory is wB97M-V/def2-TZVPD.

Calculated values
energy relative to the best compared isomer or geometry (same formula, charge and spin): 229.4 kJ/mol
calculated total energy: -3182.91702 Ha
multiplicity: 4
total charge: +3

Cartesian coordinates (Å):
Tc 0.52953 -0.12651 0.68526
S 3.01083 -0.90651 0.83886
S 1.25773 -0.37111 2.87706
P -0.37927 -2.17101 -0.14704
P -0.28007 1.75809 -0.50704
F 5.45223 -0.05161 1.19076
F 0.91893 -0.49731 5.52876
F 4.18403 0.16679 2.93196
F 0.92393 -2.33291 4.37206
F 2.79123 -1.30311 4.75706
F 3.98283 1.52479 1.24346
O 3.68883 -2.00721 0.29446
O -0.18687 -0.39381 2.58486
O 2.29013 -0.08001 -0.17394
O 1.80433 0.91359 2.56406
N 1.90803 -1.38631 1.86366
C -3.03877 -1.78411 -0.79034
C 0.88593 3.53049 1.38126
C 0.74033 -4.21831 -1.79044
C 0.94543 0.93669 -2.83214
C -1.40157 -4.43021 1.21796
C 1.06083 3.05609 -0.05184
C -1.75227 -2.39141 -1.33724
C 4.26143 0.28229 1.61126
C -2.33597 3.74209 -1.02244
C 1.15333 4.23049 -0.99684
C -0.30567 1.67729 -2.39244
C -1.89857 2.69479 -0.03224
C -2.99717 1.71329 0.28256
C 1.06663 -3.13471 -0.78024
C -1.56027 0.97319 -2.87554
C 1.50073 -1.14981 4.55966
C -0.95097 -2.99261 1.40906
H 1.85423 1.34489 -2.39894
H -2.99577 3.34079 -1.78414
H -1.46047 -1.95951 -2.29404
H -1.68487 -4.82941 2.19466
H 0.26613 4.42319 1.44426
H 0.42663 -3.82371 -2.75174
H 1.03283 1.01109 -3.91834
H -1.87937 -3.46341 -1.50024
H 0.49413 2.76379 2.04466
H -1.76537 -2.39051 1.81836
H -2.90347 4.51579 -0.50204
H -2.65377 0.96439 0.99416
H -2.28457 -4.51381 0.59026
H -1.56987 3.17029 0.89846
H -3.77627 -1.68091 -1.58404
H 1.86543 3.80199 1.78326
H -0.61347 -5.07621 0.83916
H -3.40497 1.24459 -0.60924
H 1.34143 3.96419 -2.03204
H -3.83597 2.26349 0.71876
H -2.84727 -0.81181 -0.34184
H 0.28983 4.88929 -0.92714
H -0.11367 -2.95421 2.10536
H 0.00353 -4.92841 -1.42944
H -0.28297 2.70459 -2.76694
H 0.87913 -0.11341 -2.55374
H -1.38037 0.60579 -3.88594
H 1.65473 -4.78391 -1.97664
H -1.51677 4.26679 -1.50234
H -2.42247 1.62919 -2.93624
H -3.48337 -2.42651 -0.03484
H 2.00373 4.84059 -0.67584
H 1.53243 -3.58561 0.10056
H 1.96343 2.44389 -0.13194
H 1.78863 -2.44051 -1.21234
H -1.79117 0.12199 -2.24584

Record 4
This record from the Open Molecules 2025 dataset describes C17H36MgN2O8S3 as an isolated structure at a distorted geometry. The level of theory is wB97M-V/def2-TZVPD.

Calculated values
energy relative to the best compared isomer or geometry (same formula, charge and spin): 358.4 kJ/mol
calculated total energy: -2774.97125 Ha

Cartesian coordinates (Å):
S -1.07992 -4.85618 -0.47513
S -5.35920 -1.01398 -1.85626
S 5.33677 -2.36175 1.80606
Mg -0.89463 -0.74977 -1.81036
O -0.99903 1.45099 -0.70246
O 5.88228 -1.02481 1.26855
O -0.47505 0.09214 0.50847
O 6.27120 -2.44227 -5.10840
O -3.84778 -1.16023 -2.02838
O -1.83194 4.55277 4.17939
O 0.76421 0.77781 -0.78369
O -0.67388 -3.50340 -1.18549
N 2.07416 5.86468 -2.08778
N -3.57742 0.38487 6.89676
C 6.24346 -1.57991 -4.25292
C 1.93374 5.02412 -2.86589
C -1.13935 5.69172 2.12211
C 1.73110 3.98312 -3.85919
C -2.61285 -5.48025 -1.34005
C -2.10136 4.91717 3.02497
C -3.27574 0.11949 5.83876
C 3.53403 -2.23235 1.63719
C -1.86077 -4.33384 1.11469
C -3.47739 4.71293 2.39723
C -2.90410 -0.21579 4.46829
C 4.93912 -0.96948 -3.88775
C -5.69459 -0.36424 -0.12024
C -0.06629 1.16925 0.01543
C -5.72453 0.65083 -2.56409
C 5.36874 -2.21491 3.65081
C 7.49555 -0.97808 -3.63407
H -1.13045 -3.79952 1.72236
H 4.13853 -1.41680 -4.47687
H -3.47159 -4.84906 -1.56869
H -0.18141 5.76997 2.63625
H -2.75535 -3.71370 1.05765
H -2.18442 -5.23946 1.62770
H 1.83665 4.39702 -4.86200
H 7.80932 -0.11565 -4.22217
H -3.26503 3.85826 1.75492
H -5.77419 0.48552 -3.64034
H 3.11969 -1.51623 2.34683
H -1.82950 -0.35712 4.35265
H -1.42175 6.71504 1.87481
H -4.28199 4.58921 3.12208
H -4.94711 1.35621 -2.27056
H 2.46001 3.17313 -3.83257
H 3.23490 -2.05775 0.60369
H -2.94423 -6.30957 -0.71514
H -2.32014 -5.83949 -2.32665
H 4.61840 -0.88592 -2.84936
H -3.31091 -1.18244 4.17130
H 0.74625 3.65641 -3.52538
H -4.81336 0.23839 0.09970
H 6.36160 -2.06889 4.07627
H -5.64438 -1.21311 0.56168
H -3.33099 0.43854 3.70822
H -6.74899 0.95179 -2.34500
H -3.71146 5.51093 1.69259
H -0.90826 5.06779 1.25873
H 4.84591 -3.00124 4.19527
H 4.94079 0.06955 -4.21717
H 4.89394 -1.29194 3.98367
H 3.08354 -3.18850 1.90354
H 8.24103 -1.77174 -3.58431
H -6.57030 0.28130 -0.05313
H 7.23648 -0.65159 -2.62690

Record 5
This record from the Open Molecules 2025 dataset describes an isolated ion of composition C17H37BrO2P and charge +1. The level of theory is wB97M-V/def2-TZVPD.

Calculated values
calculated total energy: -3735.58013 Ha
total charge: +1

Cartesian coordinates (Å):
Br -0.80387 1.37171 3.35957
P -0.73575 -0.26285 0.70440
O -5.10802 0.56806 -1.81135
O -0.08399 0.30559 -0.61303
C 0.29357 -2.92784 0.30466
C 1.34638 0.08428 -0.87201
C 0.34420 -4.15393 1.22418
C 2.25738 2.43089 -0.66408
C 0.27533 0.32026 2.12405
C 2.34562 3.75088 -1.43356
C -4.39790 0.94695 -0.66870
C 3.11853 0.77706 -2.43741
C 0.14900 -3.38792 -1.14760
C -3.12607 0.12134 -0.60808
C 1.91260 1.27324 -1.62782
C 3.55815 2.19374 0.11108
C -0.92240 -2.04371 0.69889
C -6.41591 1.11671 -1.89667
C -2.38604 0.42824 0.71211
C 2.43964 -0.31768 3.25478
C 1.02778 -0.77859 2.90239
H 3.60231 2.86200 0.96897
H -6.49017 1.74226 -2.78248
H 1.03329 -3.94684 -1.44557
H 2.76036 4.53086 -0.79694
H 2.77647 0.13715 -3.24825
H 1.05287 -1.71656 2.35869
H 3.76383 0.16810 -1.80249
H -0.69774 -4.07170 -1.21085
H -2.91943 -0.03534 1.54100
H 0.49097 -0.97389 3.82866
H -1.71579 -2.22218 -0.02986
H 3.65833 1.16720 0.46454
H -0.01797 -2.56456 -1.83867
H 3.70230 1.59458 -2.84455
H 0.99138 1.03582 1.72699
H 1.23220 -2.38642 0.42179
H -1.32896 -2.33546 1.66915
H -6.65526 1.71243 -1.01542
H 1.12979 -4.83177 0.89878
H -7.13897 0.30682 -1.96557
H -3.40229 -0.93120 -0.66351
H 1.87769 -0.03534 0.07437
H -4.13500 2.01123 -0.71549
H 1.44057 -0.82714 -1.45742
H 0.51496 -3.88119 2.26330
H -4.97968 0.77124 0.24317
H -2.32111 1.50355 0.85800
H 3.05319 -0.19244 2.36270
H 2.93123 -1.03331 3.90874
H 1.43868 2.53302 0.05547
H 1.37107 4.07937 -1.78790
H 4.41213 2.43362 -0.51901
H 1.15445 1.65302 -2.31308
H 3.01246 3.65268 -2.28882
H -2.49295 0.33662 -1.46615
H -0.59867 -4.69637 1.14805
H 2.40527 0.63369 3.78388

Record 6
This record from the Open Molecules 2025 dataset describes C17H37Cl2N2SSi4Tl as an isolated structure at a distorted geometry. The level of theory is wB97M-V/def2-TZVPD.

Calculated values
energy relative to the best compared isomer or geometry (same formula, charge and spin): 53.8 kJ/mol
calculated total energy: -3428.12243 Ha
total charge: +2

Cartesian coordinates (Å):
Tl 2.62566 -1.36566 -1.19895
Cl 5.82511 -2.04940 -0.04463
Cl 4.03312 -0.57378 1.74090
S 0.48225 -0.57316 0.71365
Si -1.12021 1.31367 -0.15696
Si -2.08288 2.11337 1.86615
Si -2.37385 0.14758 -1.78675
Si 0.83680 2.50331 -0.95215
N 0.61660 -3.05058 1.72043
N -0.32329 -1.50914 3.07593
C -1.21884 -1.02283 -2.68707
C -2.91763 1.54974 -2.90356
C 0.36287 -3.74712 -0.60316
C 2.45043 -4.12985 0.54862
C -0.68823 2.66295 2.98423
C 0.88510 -4.34480 -1.74386
C -3.81965 -0.72881 -0.99123
C 1.15318 -3.63362 0.53144
C 2.18151 -4.85266 -1.73560
C 0.10766 4.22713 -0.99491
C 1.31964 1.99461 -2.71470
C -3.13786 3.53655 1.26260
C -3.16211 0.77558 2.61842
C 0.22643 -1.79129 1.90286
C 2.24583 2.35622 0.27294
C 2.95955 -4.75230 -0.59001
C 5.70500 -1.12370 1.45823
H -3.49170 -1.46176 -0.25387
H -0.56085 -2.22567 3.74571
H -0.86928 -1.81649 -2.02552
H -3.52976 1.15123 -3.71697
H -0.56746 -0.55975 3.29887
H 2.02903 2.71016 -3.13387
H 3.96146 -5.15838 -0.57314
H 2.55769 1.32278 0.44863
H -0.12723 3.49028 2.54578
H 0.42670 2.01660 -3.34379
H -2.55100 4.31135 0.76777
H -1.09255 3.01294 3.93741
H 0.86742 4.93006 -1.34787
H -3.52868 2.28359 -2.37508
H 2.57592 -5.34033 -2.61707
H -3.63656 4.00724 2.11397
H 0.00927 1.85029 3.19947
H 3.05224 -4.04301 1.44519
H -4.00712 0.53106 1.97497
H 3.11322 2.90271 -0.10585
H -4.48922 -0.02144 -0.49836
H -0.65596 -3.38183 -0.58209
H -3.91842 3.20056 0.57762
H -0.35764 -0.49649 -3.10308
H 6.34156 -0.25092 1.38463
H -3.55973 1.11734 3.57766
H -0.20930 4.55991 -0.00572
H 0.26827 -4.44232 -2.62920
H -4.40310 -1.25770 -1.74994
H -2.61047 -0.13760 2.79381
H -1.74999 -1.49202 -3.51943
H 0.60685 -3.65172 2.53346
H -0.74150 4.30411 -1.67646
H -2.07250 2.06789 -3.36059
H 1.97910 2.78510 1.24057
H 5.98903 -1.76470 2.28354
H 1.78006 1.01494 -2.84399

Record 7
This record from the Open Molecules 2025 dataset describes C17H38AsBrClN4 as an isolated structure at a distorted geometry. The level of theory is wB97M-V/def2-TZVPD.

Calculated values
calculated total energy: -6159.30329 Ha
total charge: -1

Cartesian coordinates (Å):
Br 0.05084 6.44166 4.82995
As 1.07997 2.31394 0.64104
Cl -4.25296 1.95522 0.14280
N 2.20410 -7.18376 -1.77940
N -1.20203 -1.86715 -2.02695
N 1.73017 0.56731 1.14742
N 2.80781 3.08881 0.75033
C -3.15758 0.78711 1.07935
C -0.84196 -5.45629 -1.60167
C -3.98698 -0.47939 -3.64325
C -0.31735 -4.62279 -0.43978
C 5.14547 0.03150 1.24976
C 0.85794 2.69764 2.60480
C 1.05354 -7.06795 -1.67844
C -2.64057 0.03468 -3.13465
C 0.12609 4.16657 2.93124
C -0.73029 1.52180 0.38067
C -1.78948 1.59515 1.61004
C -0.40096 -6.91836 -1.54162
C 4.80618 1.63733 1.34906
C 3.87789 2.21879 0.12900
C 0.00763 4.43862 4.54355
C -3.85485 -1.49375 -4.77176
C -1.83802 -1.02600 -2.51210
H 1.37577 2.01958 -0.88384
H -4.55617 -0.92802 -2.82030
H -3.75999 0.33001 1.97633
H -0.69622 -3.59854 -0.50993
H 1.02162 4.03065 5.02182
H -0.73582 -7.37161 -0.60158
H 0.49196 3.72444 0.23638
H -3.33100 -2.39619 -4.44104
H 0.77615 -4.57324 -0.44284
H -0.89297 -7.46889 -2.35193
H -2.82060 0.82449 -2.39604
H -4.84578 -1.79565 -5.12456
H -4.57216 0.37337 -4.00899
H -0.51873 -5.00195 -2.54591
H 6.03953 -0.18472 1.98897
H -0.88402 3.90380 5.07869
H 0.90709 4.97151 2.52109
H -2.17657 2.66560 1.89707
H 1.96867 2.85487 3.02149
H 5.78263 2.29184 1.49915
H 3.48867 1.41464 -0.62870
H 0.96053 0.19564 1.77930
H 0.42891 1.81971 3.25608
H 1.61996 -0.01195 0.26715
H -1.44043 0.95751 2.55741
H -2.07994 0.49230 -3.95776
H -0.64080 -5.03995 0.51929
H -1.93828 -5.42014 -1.58839
H -0.85404 4.33898 2.31906
H -2.79583 -0.10803 0.37679
H 4.57618 2.94858 -0.50739
H -3.30740 -1.06836 -5.61899
H 2.81409 3.98235 0.17805
H 4.17004 1.77747 2.34850
H 5.37281 -0.25773 0.13677
H -1.23851 2.07879 -0.54527
H 4.20717 -0.53536 1.70620
H -0.65116 0.38354 0.02842